[1]
The following is a quantum chemistry calculation of a molecular structure, C5H6N at a distorted geometry, from the OMol25 dataset.

Cartesian coordinates (Å):
1 C 0.130 -0.400 0.757
2 C 1.289 0.154 0.082
3 C 0.270 1.144 -0.478
4 C 2.543 0.026 -0.194
5 C -2.177 0.065 -0.136
6 N -0.698 0.262 -0.058
7 H 0.034 -1.059 1.638
8 H 2.923 0.806 -0.824
9 H 3.155 -0.853 -0.137
10 H -2.113 -0.997 -0.241
11 H -2.633 0.418 -1.138
12 H -2.723 0.435 0.728

Properties
* E_HOMO (spin up / spin down): -14.923 / -14.922 eV
* F_max: 2.5 eV Å⁻¹
* 2S+1: 1
* gap between HOMO and LUMO (spin up / spin down): 8.2 / 8.2 eV
* total charge: +1
* energy relative to the best compared isomer or geometry (same formula, charge and spin): 6.0185 eV
* LUMO energy (spin up / spin down): -6.7 / -6.7 eV

Now the Löwdin charges, all in e: number 1, C, carries 0.156; number 2, C, carries -0.260; number 3, C, carries 0.281; number 4, C, carries 0.163; number 5, C, carries 0.050; number 6, N, carries -0.114; number 7, H, carries 0.181; number 8, H, carries 0.098; number 9, H, carries 0.101; number 10, H, carries 0.088; number 11, H, carries 0.146; number 12, H, carries 0.109

=====

[2]
The following is a quantum chemistry calculation of 4 unconnected molecules or ions with the total composition C8H16Cl8 at a distorted geometry, from the OMol25 dataset.

Cartesian coordinates (Å):
1 Cl 2.967 -2.320 -5.341
2 C 2.271 -2.112 -3.672
3 C 3.040 -2.888 -2.649
4 Cl 2.492 -4.521 -2.575
5 H 1.228 -2.453 -3.754
6 H 2.482 -1.081 -3.576
7 H 2.834 -2.423 -1.658
8 H 4.111 -3.000 -2.911
9 Cl -1.979 -0.910 5.807
10 C -1.739 0.538 4.693
11 C -0.382 0.579 4.126
12 Cl -0.288 1.773 2.700
13 H -2.057 1.314 5.404
14 H -2.399 0.362 3.856
15 H -0.213 -0.372 3.662
16 H 0.431 0.738 4.808
17 Cl 1.125 -2.618 0.778
18 C 0.168 -1.347 0.003
19 C -1.325 -1.733 -0.269
20 Cl -2.247 -1.616 1.290
21 H 0.707 -1.246 -0.949
22 H 0.263 -0.370 0.438
23 H -1.409 -2.756 -0.651
24 H -1.839 -1.075 -1.002
25 Cl 0.179 5.237 -0.376
26 C -1.049 4.425 -1.362
27 C -1.266 3.021 -0.882
28 Cl 0.095 1.912 -1.166
29 H -0.677 4.532 -2.348
30 H -1.947 4.976 -1.246
31 H -2.097 2.465 -1.363
32 H -1.479 2.968 0.185

Properties
* E_HOMO: -10.745 eV
* F_max: 2.2 eV Å⁻¹
* 2S+1: 1
* gap between HOMO and LUMO: 11.2 eV
* energy relative to the best compared isomer or geometry (same formula, charge and spin): 0.9834 eV
* SMILES: ClCCCl.ClCCCl.ClCCCl.ClCCCl
* LUMO energy: 0.4 eV

Now the Löwdin charges, all in e: number 1, Cl, carries 0.509; number 2, C, carries -0.639; number 3, C, carries -0.726; number 4, Cl, carries 0.589; number 5, H, carries 0.070; number 6, H, carries 0.041; number 7, H, carries 0.052; number 8, H, carries 0.073; number 9, Cl, carries 0.497; number 10, C, carries -0.621; number 11, C, carries -0.592; number 12, Cl, carries 0.505; number 13, H, carries 0.071; number 14, H, carries 0.042; number 15, H, carries 0.041; number 16, H, carries 0.073; number 17, Cl, carries 0.565; number 18, C, carries -0.700; number 19, C, carries -0.589; number 20, Cl, carries 0.514; number 21, H, carries 0.035; number 22, H, carries -0.002; number 23, H, carries 0.065; number 24, H, carries 0.072; number 25, Cl, carries 0.557; number 26, C, carries -0.645; number 27, C, carries -0.659; number 28, Cl, carries 0.565; number 29, H, carries 0.054; number 30, H, carries 0.063; number 31, H, carries 0.080; number 32, H, carries 0.040

=====

[3]
The following is a quantum chemistry calculation of a single C3H3N3O2 molecule at a distorted geometry, from the OMol25 dataset.

Cartesian coordinates (Å):
1 C 1.997 0.261 0.098
2 C -1.272 1.182 0.016
3 C -1.560 -0.292 -0.043
4 H 3.574 -1.179 -0.022
5 H 2.784 1.100 0.752
6 H -2.149 1.766 -0.169
7 N 2.419 -0.942 -0.103
8 N 0.630 0.350 -0.028
9 N -0.007 1.547 -0.078
10 O -2.373 -1.128 0.107
11 O -0.188 -0.783 -0.048

Properties
* E_HOMO: -9.293 eV
* F_max: 5.2 eV Å⁻¹
* 2S+1: 1
* gap between HOMO and LUMO: 8.8 eV
* energy relative to the best compared isomer or geometry (same formula, charge and spin): 6.0057 eV
* SMILES: [H]/N=C/n1ncc(=O)o1
* LUMO energy: -0.5 eV

Now the Löwdin charges, all in e: number 1, C, carries -0.262; number 2, C, carries -0.036; number 3, C, carries -0.381; number 4, H, carries 0.139; number 5, H, carries 0.206; number 6, H, carries 0.105; number 7, N, carries 0.039; number 8, N, carries -0.196; number 9, N, carries 0.158; number 10, O, carries 0.149; number 11, O, carries 0.079

=====

[4]
The following is a quantum chemistry calculation of 2 unconnected molecules or ions with the total composition C5H12N2O at a distorted geometry, from the OMol25 dataset.

Cartesian coordinates (Å):
1 C -0.616 -1.544 0.977
2 C -0.099 -0.521 0.075
3 C 1.397 1.421 0.481
4 C 2.250 -0.669 -0.579
5 C 1.036 0.301 -0.461
6 N -3.375 0.439 -0.286
7 N -2.225 1.085 -0.201
8 O -0.601 -1.674 -0.425
9 H -0.021 -2.195 1.645
10 H -1.573 -1.108 1.362
11 H 0.693 2.066 0.823
12 H 2.078 2.048 -0.014
13 H 2.006 1.032 1.354
14 H 3.073 -0.201 -1.177
15 H 1.806 -1.465 -1.102
16 H 2.552 -0.932 0.473
17 H 0.848 0.822 -1.350
18 H -3.729 -0.030 -1.114
19 H -3.912 0.375 0.526
20 H -1.590 0.749 -1.009

Properties
* E_HOMO (spin up / spin down): -7.300 / -6.816 eV
* F_max: 3.8 eV Å⁻¹
* 2S+1: 1
* gap between HOMO and LUMO (spin up / spin down): 8.3 / 7.8 eV
* energy relative to the best compared isomer or geometry (same formula, charge and spin): 7.3293 eV
* LUMO energy (spin up / spin down): 1.0 / 1.0 eV

Now the Löwdin charges, all in e: number 1, C, carries -0.101; number 2, C, carries -0.260; number 3, C, carries -0.074; number 4, C, carries -0.049; number 5, C, carries -0.375; number 6, N, carries -0.084; number 7, N, carries -0.043; number 8, O, carries -0.011; number 9, H, carries 0.119; number 10, H, carries 0.102; number 11, H, carries 0.040; number 12, H, carries 0.062; number 13, H, carries 0.105; number 14, H, carries 0.095; number 15, H, carries 0.049; number 16, H, carries 0.100; number 17, H, carries 0.114; number 18, H, carries 0.097; number 19, H, carries 0.057; number 20, H, carries 0.056

=====

Table of E (hartree), in record order: -248.3945; -3995.9405; -430.7003; -382.2332